Here is a structure of composition C38H44BrKN2OS2 from the Open Molecules 2025 dataset. Energies are from ωB97M-V with the def2-TZVPD basis set.

Calculated values
Total charge   0
Total energy   -5629.5650 a.u.
Max |F|   0.4 eV/Å
HOMO   -6.198 eV
Kohn-Sham gap   5.552 eV
Energy relative to the best compared isomer or geometry (same formula, charge and spin)   0.000 eV

Atoms and positions in Å:
Br: 1.241 -2.366 -1.666
K: -0.496 -0.079 -0.173
S: -0.724 2.606 1.786
S: -3.260 1.635 -0.231
O: -0.465 -0.009 -2.559
N: -3.170 4.239 -0.667
N: -2.392 4.656 1.961
C: -0.331 8.603 3.509
C: 0.915 -2.814 -4.441
C: -0.652 -0.537 -4.900
C: 0.727 8.538 2.615
C: -0.288 -1.411 -5.918
C: -3.721 4.101 -2.019
C: 0.569 -1.956 -3.418
C: -0.903 6.312 3.011
C: -3.467 6.014 -3.650
C: 0.865 -3.509 -6.870
C: -3.333 5.575 1.321
C: -2.826 3.195 0.093
C: -1.954 0.768 -6.653
C: 0.299 -4.908 -6.584
C: -0.782 5.411 -3.996
C: -1.145 7.493 3.701
C: -3.036 5.601 -0.153
C: 2.393 -3.602 -6.983
C: -0.397 1.920 -5.098
C: 0.319 -3.044 -8.220
C: -0.169 -2.913 1.667
C: 0.977 -1.170 2.870
C: -2.687 6.789 -4.501
C: -0.212 -0.779 -3.560
C: -2.591 1.004 -4.282
C: -2.006 3.546 1.328
C: 0.972 7.360 1.917
C: -1.399 0.761 -5.224
C: -1.794 5.111 3.216
C: -1.563 4.635 -3.156
C: -2.910 4.938 -2.973
C: 0.163 6.252 2.115
C: -0.246 -0.636 3.263
C: -1.342 6.492 -4.669
C: -1.392 -2.380 2.063
C: -1.431 -1.239 2.857
C: 1.015 -2.307 2.070
C: 0.485 -2.557 -5.736
H: -3.686 3.046 -2.284
H: -1.241 4.274 3.635
H: 0.620 -3.749 -8.998
H: -0.772 -2.994 -8.218
H: -3.751 6.231 -0.679
H: -0.879 2.875 -5.318
H: -2.314 -2.841 1.730
H: 1.362 9.402 2.459
H: 0.707 -2.060 -8.493
H: 2.822 -2.620 -7.195
H: -0.527 9.518 4.054
H: 1.524 -3.683 -4.218
H: 1.799 7.306 1.222
H: 1.900 -0.699 3.184
H: -2.610 5.366 3.896
H: 0.428 1.776 -5.799
H: -1.134 3.775 -2.653
H: -2.547 1.675 -6.798
H: 0.684 -5.307 -5.644
H: -0.790 -4.872 -6.511
H: -4.769 4.413 -2.009
H: -0.279 0.261 3.868
H: -3.291 0.164 -4.326
H: -3.178 6.564 1.751
H: -2.600 -0.093 -6.840
H: -0.628 -1.185 -6.919
H: -3.129 7.624 -5.029
H: -0.142 -3.782 1.023
H: 1.966 -2.715 1.753
H: -2.383 -0.805 3.134
H: 0.360 5.328 1.582
H: 0.571 -5.604 -7.383
H: -2.262 1.111 -3.251
H: 0.012 1.955 -4.085
H: -3.129 1.904 -4.600
H: -4.365 5.266 1.507
H: -0.732 7.093 -5.330
H: -4.519 6.245 -3.515
H: 0.261 5.159 -4.145
H: 2.679 -4.286 -7.787
H: -1.975 7.545 4.397
H: -1.167 0.779 -7.410
H: -2.035 6.002 -0.338
H: 2.840 -3.968 -6.057

Atom charges from the Mulliken analysis, given in e for atoms 1 to 5:
1. Br -0.41
2. K 1.11
3. S -0.31
4. S -0.27
5. O -0.83